DFT (the ωB97M-V functional and the def2-TZVPD basis) results for a structure of composition C5H7NO at a distorted geometry.

Last column: natural (NBO) charge in e.
Positions of all 14 atoms, in Å:
C (-2.089337, 0.077171, -0.089576)  -0.643
C (-0.622827, 0.261824, -0.493706)  -0.223
C (0.833507, 1.022737, 0.692239)  -0.235
C (1.947869, 0.429207, 0.216463)  -0.012
N (1.584213, -0.502629, -0.759911)  -0.689
C (0.271873, -0.821031, -0.144757)  0.634
O (0.091173, -1.638443, 0.723544)  -0.583
H (-2.746833, 0.876637, -0.451288)  0.217
H (-2.162917, 0.001268, 0.990669)  0.230
H (-2.522509, -0.863853, -0.485327)  0.230
H (-0.528548, 0.555785, -1.557916)  0.234
H (0.749784, 1.382657, 1.729747)  0.230
H (2.998079, 0.502714, 0.541219)  0.220
H (2.196478, -1.284044, -0.911404)  0.392

Forces on the atoms, in the same order (eV/Å):
0.3 0.3 0.4
0.5 0.4 0.8
-0.6 0.2 -0.8
-0.6 0.2 -0.2
0.1 -0.5 -0.1
-0.1 -0.8 0.2
0.1 -0.9 -0.9
0.4 0.0 0.2
-0.2 0.1 0.1
0.6 0.3 0.0
0.5 0.4 1.0
-0.6 0.3 -0.9
-0.7 0.1 0.1
0.2 -0.2 0.2

Output
orbital gap	9.45	eV
energy above the lowest of the compared OMol25 structures with the same formula, charge and spin	366.1	kJ/mol